Record 1
C20H24N4O4 | ωB97M-V with the def2-TZVPD basis set

Results
Gap between HOMO and LUMO, eV: 7.7708
Molecular weight, g/mol: 384.44
Strongest force on any atom, eV/A: 19.4
Relative energy (zero: lowest compared OMol25 entry of this formula, charge and spin), kcal/mol: 423.4

Positions of all 52 atoms, in Å:
C1 8.197 1.615 1.502
C2 7.562 2.066 0.164
H1 7.461 3.253 0.123
H2 7.995 1.705 -0.756
O1 6.101 1.394 -0.021
C3 5.858 0.234 -0.279
O2 6.736 -0.491 -0.564
C4 4.479 -0.090 -0.428
C5 4.136 -1.364 -0.866
C6 2.927 -1.881 -0.774
C7 1.803 -0.812 -0.272
C8 2.066 0.364 0.074
C9 3.500 0.527 0.055
H3 3.737 1.784 0.567
H4 1.370 0.884 0.416
N1 0.499 -1.543 -0.183
C10 -0.560 -1.092 0.149
O3 -0.748 0.139 0.633
C11 -1.621 -1.753 -0.145
C12 -3.092 -1.661 0.365
N2 -3.682 -2.920 -0.120
C13 -2.790 -3.628 -0.371
N3 -1.525 -3.007 -0.515
H5 -2.911 -4.680 -0.674
H6 -4.599 -2.972 -0.069
C14 -3.768 -0.659 0.968
O4 -4.525 -1.237 1.921
N4 -3.741 0.753 0.533
C15 -3.275 1.017 -0.558
C16 -4.220 1.726 -1.443
H7 -5.019 1.160 -1.849
C17 -4.925 2.890 -0.862
C18 -5.933 3.655 -1.546
H8 -6.427 4.308 -1.028
H9 -6.789 2.852 -1.829
H10 -5.495 4.218 -2.445
C19 -5.449 2.363 0.391
C20 -4.395 1.654 1.626
H11 -4.829 1.210 2.269
H12 -3.727 2.470 1.752
H13 -5.812 3.084 1.331
H14 -6.420 1.729 0.569
H15 -4.210 3.598 -0.455
H16 -3.837 1.997 -2.401
H17 -2.892 0.268 -1.293
H18 -2.217 1.674 -0.449
H19 0.534 -2.569 -0.609
H20 2.781 -2.972 -1.086
H21 5.018 -1.923 -1.238
H22 7.464 1.972 2.358
H23 8.279 0.582 1.357
H24 9.158 2.110 1.394

Löwdin population analysis, charges in e, atoms 1 to 6: atom 1 (C): -0.067, atom 2 (C): -0.071, atom 3 (H): 0.153, atom 4 (H): 0.100, atom 5 (O): 0.030, atom 6 (C): -0.662

***

Record 2
C20H24N5O6Re | ωB97M-V with the def2-TZVPD basis set

Results
Gap between HOMO and LUMO (alpha / beta), eV: 5.1156 / 5.4260
Charge: +3
Molecular weight, g/mol: 616.65
Strongest force on any atom, eV/A: 0.9
Multiplicity: 4

Positions of all 56 atoms, in Å:
Re1 -0.272 0.919 0.302
C1 2.242 0.199 3.156
C2 0.940 -0.484 2.956
N1 0.007 -0.236 2.014
C3 -1.081 -1.076 2.286
C4 -0.795 -1.830 3.365
N2 0.467 -1.444 3.747
C5 -1.454 -2.958 4.117
O1 -2.682 -3.289 3.785
O2 -0.798 -3.480 4.967
C6 -2.266 -0.872 1.454
O3 -3.293 -1.458 1.518
O4 -2.008 0.143 0.572
H1 2.448 0.888 2.343
H2 3.053 -0.525 3.243
H3 2.216 0.772 4.086
H4 0.938 -1.865 4.546
H5 -3.074 -2.765 3.064
C7 2.271 2.730 -2.411
N3 3.173 1.920 -1.575
C8 4.584 1.856 -2.012
C9 2.797 1.298 -0.526
O5 1.573 1.314 -0.064
H6 2.480 2.508 -3.455
H7 2.473 3.785 -2.231
H8 1.233 2.510 -2.190
H9 4.944 2.869 -2.179
H10 4.638 1.302 -2.947
H11 5.198 1.372 -1.258
H12 3.544 0.741 0.031
C10 -4.991 4.560 -2.291
N4 -4.089 3.415 -2.106
N5 -2.860 3.494 -1.540
C11 -2.372 2.235 -1.493
O6 -1.162 1.997 -0.989
C12 -3.288 1.363 -2.045
C13 -4.370 2.145 -2.427
C14 -5.660 1.752 -3.052
C15 -2.245 4.705 -1.061
C16 -2.095 5.791 -1.909
C17 -1.508 6.950 -1.424
C18 -1.058 7.011 -0.112
C19 -1.196 5.908 0.721
C20 -1.794 4.750 0.250
H13 -4.634 5.411 -1.725
H14 -5.976 4.281 -1.928
H15 -5.056 4.816 -3.347
H16 -3.178 0.300 -2.174
H17 -5.652 0.692 -3.288
H18 -5.845 2.313 -3.969
H19 -6.493 1.945 -2.372
H20 -2.406 5.736 -2.946
H21 -1.399 7.805 -2.077
H22 -0.611 7.922 0.265
H23 -0.872 5.962 1.753
H24 -1.960 3.911 0.919

Löwdin population analysis, charges in e, atoms 1 to 6: atom 1 (Re): 1.896, atom 2 (C): 0.047, atom 3 (C): -0.264, atom 4 (N): -0.037, atom 5 (C): -0.113, atom 6 (C): -0.007

***

Record 3
C20H25B3F27O10Sn2 | ωB97M-V with the def2-TZVPD basis set

Results
Gap between HOMO and LUMO, eV: 5.9003
Charge: +1
Molecular weight, g/mol: 1208.21
Strongest force on any atom, eV/A: 3.0

Positions of all 87 atoms, in Å:
Sn1 3.069 0.612 3.342
Sn2 -0.485 3.653 1.949
B1 2.740 3.080 0.885
F1 3.150 1.788 0.551
F2 1.784 3.613 0.010
F3 2.209 2.996 2.205
F4 3.858 3.876 0.969
B2 0.209 0.256 1.405
F5 -0.862 -0.604 1.304
F6 0.157 0.902 2.628
F7 1.450 -0.404 1.285
F8 0.112 1.230 0.407
B3 0.621 2.403 5.185
F9 -0.516 2.467 4.368
F10 0.314 3.020 6.417
F11 0.928 1.061 5.387
F12 1.666 3.042 4.545
C1 3.925 -0.940 -1.090
C2 5.223 -1.325 -0.387
O1 5.263 -2.709 -0.028
C3 4.623 -3.075 1.078
O2 4.248 -2.293 1.916
C4 4.445 -4.599 1.282
F13 3.321 -4.808 1.972
F14 4.300 -5.237 0.130
F15 5.473 -5.086 1.984
H1 3.868 -1.520 -2.012
H2 3.928 0.115 -1.364
H3 3.053 -1.098 -0.455
H4 5.364 -0.753 0.531
H5 6.032 -1.111 -1.081
C5 -2.285 -4.431 1.080
C6 -2.425 -3.491 -0.130
O3 -1.390 -3.742 -1.064
C7 -1.605 -4.597 -2.060
O4 -2.673 -5.022 -2.381
C8 -0.313 -4.996 -2.841
F16 0.636 -4.079 -2.633
F17 0.049 -6.194 -2.433
F18 -0.546 -5.019 -4.149
H6 -1.432 -4.228 1.730
H7 -1.969 -5.427 0.754
H8 -3.242 -4.507 1.590
H9 -2.371 -2.468 0.245
H10 -3.425 -3.495 -0.566
C9 1.095 1.704 -2.898
C10 1.034 0.208 -3.160
O5 0.735 -0.095 -4.517
C11 1.700 -0.708 -5.231
O6 2.753 -1.056 -4.796
C12 1.321 -0.952 -6.717
F19 1.842 -2.123 -7.051
F20 0.002 -0.949 -6.884
F21 1.812 0.022 -7.491
H11 0.186 2.154 -3.292
H12 1.982 2.110 -3.393
H13 1.367 1.905 -1.861
H14 0.354 -0.312 -2.485
H15 1.988 -0.222 -2.849
C13 -0.408 5.132 -2.928
C14 -1.902 4.788 -2.877
O7 -2.224 3.401 -2.882
C15 -2.067 2.693 -1.787
O8 -1.432 3.106 -0.844
C16 -2.704 1.292 -1.840
F22 -1.792 0.339 -1.607
F23 -3.594 1.188 -0.857
F24 -3.253 1.068 -3.023
H16 -0.177 6.165 -3.172
H17 0.121 4.438 -3.583
H18 -0.010 4.918 -1.935
H19 -2.504 5.278 -3.637
H20 -2.206 5.228 -1.923
C17 -4.172 1.511 6.566
C18 -3.096 1.452 5.468
O9 -3.554 0.514 4.522
C19 -3.582 0.754 3.241
O10 -3.077 1.710 2.676
C20 -4.435 -0.245 2.434
F25 -3.762 -0.564 1.335
F26 -4.654 -1.318 3.188
F27 -5.563 0.350 2.065
H21 -4.972 2.203 6.306
H22 -3.723 1.775 7.523
H23 -4.674 0.560 6.750
H24 -2.127 1.254 5.907
H25 -3.108 2.469 5.076

Löwdin population analysis, charges in e, atoms 1 to 6: atom 1 (Sn): 1.982, atom 2 (Sn): 1.963, atom 3 (B): -1.360, atom 4 (F): 0.105, atom 5 (F): 0.102, atom 6 (F): -0.044